Record 1
The following is a quantum chemistry calculation of 5 unconnected molecules or ions with the total composition C19H38Cl12NO, from the OMol25 dataset.

Computed properties:
HOMO energy in Ha: -0.46065
Energy relative to the best compared isomer or geometry (same formula, charge and spin) in kcal/mol: 0.0
LUMO level in Eh: -0.088
Gap between HOMO and LUMO in Ha: 0.3730
Multiplicity: 1
Net charge: +1

Each atom is followed by the atoms it is bonded to, with distances in Å.
Cartesian coordinates (Å):
1 C 1.828 -2.128 -1.373  H15 1.099, H18 1.094, C38 1.547, C53 1.539
2 C 0.746 0.514 3.962  H12 1.087, H37 1.094, C66 1.522, H67 1.094
3 H 0.556 -1.062 -3.661  C25 1.097
4 H -0.611 3.123 -4.274  C42 1.098
5 H 0.979 -1.458 4.859  C66 1.095
6 H -1.056 -7.831 1.123  C61 1.082
7 H -0.603 -0.733 5.088  C66 1.092
8 H 4.360 2.939 1.620  C62 1.082
9 H 1.221 -4.172 -0.895  C53 1.094
10 H 4.645 7.092 2.321  C46 1.082
11 C 1.211 -3.066 0.917  H48 1.091, C53 1.524, N57 1.513, H68 1.093
12 H 1.376 0.495 3.077  C2 1.087
13 C -3.850 2.195 -5.225  C28 1.535, H41 1.095, C63 1.551, H64 1.098
14 H -1.115 0.340 -4.449  C29 1.096
15 H 2.774 -1.951 -0.843  C1 1.099
16 C 0.560 1.074 -3.310  C25 1.537, H26 1.095, C29 1.536, H32 1.100
17 H 1.624 0.033 -1.038  C38 1.103
18 H 2.110 -2.574 -2.331  C1 1.094
19 H -1.923 1.633 -6.013  C63 1.098
20 H 1.267 -1.012 0.580  N57 1.025
21 H -5.170 0.695 -3.179  C27 1.096
22 Cl -0.989 -5.906 -0.204  C61 1.769
23 H -3.545 1.129 -2.646  C27 1.094
24 O -0.337 -1.677 3.290  C40 1.363, C66 1.464
25 C 1.138 -0.332 -3.083  H3 1.097, C16 1.537, C38 1.532, H59 1.096
26 H 1.111 1.583 -4.108  C16 1.095
27 C -4.544 1.530 -2.845  H21 1.096, H23 1.094, C28 1.530, H51 1.093
28 C -4.507 2.630 -3.907  C13 1.535, C27 1.530, H31 1.095, H44 1.096
29 C -0.937 1.074 -3.656  H14 1.096, C16 1.536, C42 1.544, H54 1.096
30 Cl 2.335 6.993 2.667  C46 1.755
31 H -4.000 3.513 -3.505  C28 1.095
32 H 0.710 1.676 -2.401  C16 1.100
33 H 0.090 -0.816 -1.260  C38 1.102
34 Cl 1.155 -7.780 0.355  C61 1.755
35 Cl -0.843 -2.611 10.126  C58 1.754
36 Cl -0.133 -0.779 7.988  C58 1.775
37 H 1.370 0.916 4.766  C2 1.094
38 C 1.132 -0.767 -1.615  C1 1.547, H17 1.103, C25 1.532, H33 1.102
39 H -1.005 -1.841 1.410  C40 1.092
40 C -0.272 -1.275 1.988  O24 1.363, H39 1.092, N57 1.530, H69 1.092
41 H -4.350 2.717 -6.047  C13 1.095
42 C -1.465 2.456 -4.099  H4 1.098, C29 1.544, C63 1.538, H71 1.093
43 H -0.651 -3.056 7.845  C58 1.082
44 H -5.534 2.950 -4.116  C28 1.096
45 Cl 3.897 5.791 0.528  C46 1.764
46 C 3.891 6.324 2.209  H10 1.082, Cl30 1.755, Cl45 1.764, Cl52 1.773
47 H -0.081 -3.008 -0.806  C53 1.098
48 H 0.479 -3.636 1.491  C11 1.091
49 H -2.164 3.358 -5.936  C63 1.095
50 Cl 4.008 0.620 1.686  C62 1.786
51 H -4.954 1.889 -1.897  C27 1.093
52 Cl 4.339 4.982 3.278  C46 1.773
53 C 0.985 -3.149 -0.588  C1 1.539, H9 1.094, C11 1.524, H47 1.098
54 H -1.495 0.727 -2.778  C29 1.096
55 Cl -0.042 -6.251 2.518  C61 1.768
56 Cl 2.039 2.766 1.420  C62 1.764
57 N 1.084 -1.630 1.377  C11 1.513, H20 1.025, C40 1.530, H70 1.018
58 C -1.049 -2.234 8.426  Cl35 1.754, Cl36 1.775, H43 1.082, Cl60 1.761
59 H 2.166 -0.391 -3.457  C25 1.096
60 Cl -2.747 -2.043 8.001  C58 1.761
61 C -0.321 -7.052 0.966  H6 1.082, Cl22 1.769, Cl34 1.755, Cl55 1.768
62 C 3.698 2.272 1.083  H8 1.082, Cl50 1.786, Cl56 1.764, Cl65 1.752
63 C -2.324 2.431 -5.375  C13 1.551, H19 1.098, C42 1.538, H49 1.095
64 H -4.063 1.130 -5.382  C13 1.098
65 Cl 4.065 2.371 -0.627  C62 1.752
66 C 0.210 -0.851 4.368  C2 1.522, H5 1.095, H7 1.092, O24 1.464
67 H -0.051 1.241 3.783  C2 1.094
68 H 2.205 -3.420 1.199  C11 1.093
69 H -0.410 -0.204 1.825  C40 1.092
70 H 1.800 -1.412 2.066  N57 1.018
71 H -2.021 2.908 -3.274  C42 1.093

***

Record 2
The following is a quantum chemistry calculation of a gas-phase ion, C8H15N5S (charge +2) in a non-equilibrium geometry, from the OMol25 dataset.

Computed properties:
HOMO energy in Ha: -0.59259
Energy relative to the best compared isomer or geometry (same formula, charge and spin) in kcal/mol: 16.2
LUMO level in Eh: -0.319
Gap between HOMO and LUMO in Ha: 0.2739
Structure (SMILES): [H]/N=C(/C)[C@@H](S[C@@H](C)[NH3+])[n+]1cnccn1
Multiplicity: 1
Net charge: +2

Each atom is followed by the atoms it is bonded to, with distances in Å.
Cartesian coordinates (Å):
1 N 2.466 -0.115 -1.290  N10 1.650, C27 1.242
2 H -1.459 -2.390 -0.259  C21 1.157
3 C -2.105 1.396 0.276  S5 1.883, C9 1.537, N16 1.502, H26 1.129
4 H -4.129 1.956 0.751  N16 1.068
5 S -1.066 0.052 1.089  C3 1.883, C18 1.843
6 C 2.118 0.547 1.031  N10 1.311, N15 1.353, H19 1.040
7 H 4.208 0.144 -2.058  C27 1.122
8 C 3.941 1.446 -0.153  H12 1.041, N15 1.269, C27 1.500
9 C -2.609 1.038 -1.132  C3 1.537, H17 1.102, H20 1.072, H29 1.130
10 N 1.439 0.253 -0.051  N1 1.650, C6 1.311, C18 1.445
11 H -0.338 -3.435 -1.131  C21 1.089
12 H 4.827 1.992 -0.162  C8 1.041
13 H 2.608 -1.812 0.681  N14 1.071
14 N 1.703 -2.381 0.614  H13 1.071, C24 1.197
15 N 3.281 1.226 0.908  C6 1.353, C8 1.269
16 N -3.276 1.507 1.210  C3 1.502, H4 1.068, H22 0.981, H23 1.138
17 H -3.205 1.910 -1.448  C9 1.102
18 C 0.225 -0.530 -0.090  S5 1.843, N10 1.445, C24 1.611, H25 1.110
19 H 1.691 0.347 1.959  C6 1.040
20 H -3.249 0.187 -1.003  C9 1.072
21 C -0.465 -2.972 -0.153  H2 1.157, H11 1.089, C24 1.465, H28 1.146
22 H -3.238 2.024 2.043  N16 0.981
23 H -3.743 0.525 1.546  N16 1.138
24 C 0.617 -2.060 0.227  N14 1.197, C18 1.611, C21 1.465
25 H -0.063 -0.521 -1.162  C18 1.110
26 H -1.494 2.343 0.326  C3 1.129
27 C 3.512 0.556 -1.281  N1 1.242, H7 1.122, C8 1.500
28 H -0.443 -3.918 0.493  C21 1.146
29 H -1.753 0.688 -1.781  C9 1.130